1.
87
Properties=species:S:1:pos:R:3:forces:R:3 method="wB97M-V/def2-TZVPD" molar_mass_da=884.68 e_above_lowest_ev=0.447 e_homo_ev=-7.925
Sc -2.09849 0.76032 -0.21375 -0.259 -0.102 -0.184
N -4.20705 -0.12391 -0.59777 -0.007 -0.027 0.025
C -5.20429 0.06906 0.45963 -0.023 -0.046 0.041
C -4.51807 -0.17365 1.79649 -0.034 0.006 0.031
N -3.27116 0.59541 1.91248 0.067 -0.030 -0.161
C -3.43399 1.91930 2.54147 -0.041 -0.002 -0.028
C -3.97815 2.94111 1.55865 -0.019 0.031 0.011
N -3.20018 2.84094 0.31902 0.011 -0.107 -0.021
H -3.96103 -1.10672 -0.70632 -0.012 0.003 -0.037
H -4.52990 0.15575 -1.51848 -0.078 0.010 0.037
H -5.57846 1.08751 0.38660 -0.006 0.004 0.007
H -6.06445 -0.59760 0.35534 0.024 -0.026 -0.002
H -5.20629 0.05315 2.61793 0.009 0.000 0.002
H -4.26602 -1.23432 1.87676 0.020 -0.005 -0.034
H -2.62712 0.08802 2.52893 -0.027 0.013 0.046
H -4.07217 1.85643 3.42911 -0.014 -0.004 -0.012
H -2.44431 2.22663 2.87687 -0.023 0.001 0.004
H -5.02784 2.75652 1.33366 -0.002 -0.005 -0.004
H -3.92924 3.93722 2.00586 0.024 -0.002 -0.004
H -3.66563 3.24548 -0.48619 -0.015 0.046 0.033
H -2.32193 3.34619 0.40392 -0.022 0.031 0.009
C -1.72298 -4.03992 -4.04369 0.004 -0.007 -0.011
Si -0.05349 -3.46616 -3.42519 0.006 0.020 0.025
C 1.14341 -4.90812 -3.36679 -0.010 0.003 -0.032
C 0.67127 -2.18062 -4.57616 -0.003 0.007 0.017
C -0.24304 -2.84076 -1.64987 -0.040 -0.026 0.009
C 0.38835 -3.48036 -0.59585 0.003 0.019 -0.001
C 0.24656 -3.04512 0.72319 -0.026 -0.038 -0.032
C -0.52787 -1.93838 0.95380 -0.017 0.014 -0.049
N -1.15361 -1.28748 -0.04278 -0.137 -0.011 0.119
C -1.04200 -1.72582 -1.31625 -0.016 -0.024 -0.015
S -1.92967 -0.77682 -2.47594 0.080 0.048 0.123
H -1.64846 -4.46346 -5.04765 0.021 -0.006 -0.006
H -2.42213 -3.20352 -4.07595 0.000 -0.020 -0.002
H -2.13582 -4.80622 -3.38391 -0.003 -0.009 -0.002
H 1.33529 -5.25371 -4.38533 0.001 -0.015 0.002
H 0.75838 -5.75758 -2.79936 -0.004 0.005 0.022
H 2.10357 -4.61114 -2.93785 -0.001 -0.005 -0.005
H 0.85716 -2.64636 -5.54775 -0.034 0.018 -0.020
H 1.63196 -1.80847 -4.21737 0.023 -0.038 0.008
H 0.00163 -1.33275 -4.71797 -0.007 0.001 0.004
H 1.02412 -4.33523 -0.79343 -0.004 -0.019 -0.009
H 0.75051 -3.53886 1.54168 -0.041 0.019 -0.055
H -0.66443 -1.53300 1.95110 -0.047 -0.060 -0.062
Se -1.11380 -0.00499 4.38725 0.066 -0.044 0.140
P 0.48209 0.76098 3.19067 0.023 0.052 -0.057
Se -0.01937 1.72840 1.28449 0.215 0.163 0.027
C 1.45505 1.97758 4.13855 -0.010 -0.039 0.031
C 1.48841 3.33049 3.83051 -0.013 0.012 -0.038
C 2.22527 4.20547 4.61896 -0.002 -0.005 0.000
C 2.93033 3.73255 5.71353 -0.005 -0.007 -0.003
C 2.89790 2.37866 6.02556 0.003 0.012 0.002
C 2.16249 1.50547 5.24387 0.000 -0.023 0.002
C 1.70366 -0.54626 2.83270 0.042 -0.022 0.053
C 2.70336 -0.31679 1.89108 0.011 0.000 -0.016
C 3.65750 -1.28869 1.64047 -0.009 -0.018 -0.012
C 3.62172 -2.49388 2.32927 -0.007 0.006 0.004
C 2.62916 -2.72440 3.27014 0.045 0.037 0.043
C 1.66909 -1.75363 3.52172 0.055 0.035 0.049
H 0.94740 3.70151 2.97035 -0.010 -0.012 -0.006
H 2.24872 5.25848 4.37007 0.001 0.001 0.001
H 3.50724 4.41528 6.32390 -0.002 0.000 0.001
H 3.44722 2.00420 6.87943 -0.001 -0.005 0.000
H 2.13510 0.45173 5.49414 -0.006 -0.009 -0.003
H 2.72129 0.61352 1.33710 -0.009 0.011 0.006
H 4.42085 -1.11314 0.89401 -0.001 0.000 0.000
H 4.36546 -3.25360 2.12616 0.003 -0.006 0.003
H 2.59705 -3.66292 3.80898 -0.001 -0.009 0.005
H 0.88090 -1.93093 4.24319 0.002 0.002 0.010
O -1.26460 3.80492 -2.89702 -0.037 -0.035 -0.068
C -0.82217 2.78453 -2.41251 0.003 0.115 0.152
O -1.40730 2.11121 -1.46950 0.313 0.099 -0.088
C 0.50487 2.23496 -2.88449 -0.057 -0.015 -0.100
C 1.14074 2.88100 -3.93751 0.009 -0.007 0.044
C 2.33805 2.37815 -4.40890 0.127 0.124 0.133
C 2.93441 1.24830 -3.88383 -0.028 0.020 0.045
C 2.27683 0.64154 -2.83342 0.042 -0.029 0.021
C 1.07992 1.10590 -2.32136 0.026 0.022 0.038
N 2.86282 -0.58015 -2.25057 -0.138 -0.051 -0.138
O 3.83332 -1.05841 -2.80366 0.075 0.042 0.064
O 2.31514 -1.05407 -1.27761 0.072 0.021 0.072
N 3.01419 3.06762 -5.52766 -0.436 -0.518 -0.529
O 4.03797 2.57002 -5.94898 0.181 0.173 0.176
O 2.44807 4.01938 -6.01991 0.140 0.205 0.178
H 0.69354 3.76135 -4.37499 0.004 0.002 -0.003
H 3.86194 0.85939 -4.27304 0.000 0.015 -0.007
H 0.62527 0.58632 -1.49201 -0.006 0.020 -0.018



2.
52
Properties=species:S:1:pos:R:3:forces:R:3 method="wB97M-V/def2-TZVPD" molar_mass_da=471.35 s_squared=3.78 e_above_lowest_ev=1.119 multiplicity=4 e_homo_ev="-7.329 / -7.732"
V -0.19402 -0.36963 -0.01225 0.695 0.807 -1.546
O -1.46171 -1.75452 -3.21290 0.078 -0.238 -0.335
C -1.69128 -0.94313 -2.35846 0.246 0.703 0.534
O -0.76919 -0.17270 -1.78646 -0.522 -0.573 -1.290
C -3.11560 -0.68744 -1.89585 -0.017 0.107 0.129
C -4.11594 -1.15527 -2.74307 -0.073 0.019 0.011
C -5.44982 -0.91839 -2.46571 -0.063 0.016 0.010
C -5.80797 -0.20450 -1.32793 -0.004 -0.024 -0.049
C -4.82407 0.24820 -0.46751 0.086 -0.032 0.022
C -3.47428 0.00786 -0.73118 0.035 -0.085 0.029
P -2.23892 0.58122 0.50572 -1.116 0.050 0.181
C -2.84268 -0.10418 2.08544 -0.061 0.011 -0.028
C -2.71539 0.52681 3.32071 0.123 -0.091 0.094
C -3.03230 -0.14706 4.49690 0.037 0.026 -0.076
C -3.45994 -1.46393 4.45269 0.004 -0.029 -0.023
C -3.55407 -2.11335 3.22707 0.005 0.008 0.027
C -3.24191 -1.44422 2.05577 -0.087 0.049 0.057
C -2.47551 2.38427 0.42295 0.102 0.064 -0.015
C -2.05768 2.95620 -0.78253 0.086 0.070 0.046
C -2.17459 4.32019 -0.99019 -0.016 -0.016 0.005
C -2.70219 5.13503 0.00491 0.008 -0.014 -0.011
C -3.12501 4.57376 1.19841 0.005 -0.047 -0.013
C -3.01508 3.20255 1.40766 -0.137 0.087 -0.102
H -3.81267 -1.70336 -3.62484 -0.004 0.010 0.012
H -6.21471 -1.28460 -3.13947 0.018 0.010 0.017
H -6.85088 -0.00761 -1.11122 0.034 -0.006 0.002
H -5.10315 0.78938 0.42976 0.003 -0.006 0.006
H -2.33034 1.53306 3.39062 0.019 0.048 -0.016
H -2.93674 0.36326 5.44782 0.002 -0.006 -0.021
H -3.70133 -1.98972 5.36849 -0.008 0.018 -0.031
H -3.86143 -3.15066 3.18157 0.012 0.021 0.002
H -3.28859 -1.97725 1.11456 -0.018 0.008 -0.036
H -1.63244 2.32682 -1.55735 -0.011 -0.007 0.013
H -1.85236 4.74849 -1.93098 0.005 -0.008 0.024
H -2.78718 6.20299 -0.15379 -0.002 -0.030 -0.003
H -3.55310 5.19885 1.97236 0.012 -0.015 -0.013
H -3.39115 2.78941 2.32863 -0.034 -0.041 0.054
C 1.19327 0.43232 3.96796 0.004 -0.060 0.168
C 0.75347 -0.13711 2.66370 -0.151 0.023 -0.548
N 0.63675 0.54037 1.53410 0.681 0.628 1.388
O 0.93480 1.91201 1.50146 -0.024 -0.192 0.126
C 0.38872 -1.52473 2.51971 -0.089 0.125 -0.284
C 0.37250 -2.59249 3.55045 0.085 -0.063 0.173
N 0.00726 -1.73474 1.27273 0.003 -1.502 0.945
O -0.34956 -2.85559 0.76679 0.051 0.178 0.466
H 1.48207 1.48005 3.92597 0.020 0.013 0.075
H 2.04858 -0.12652 4.35000 -0.011 0.008 0.006
H 0.38669 0.34401 4.69947 0.018 -0.001 -0.014
H 1.31491 2.15515 2.35786 -0.031 0.001 -0.146
H 0.74688 -2.23088 4.50854 -0.013 -0.030 -0.018
H 0.98033 -3.44268 3.23517 0.005 0.000 0.002
H -0.64499 -2.96518 3.69428 0.008 0.007 -0.005



3.
18
Properties=species:S:1:pos:R:3:forces:R:3 method="wB97M-V/def2-TZVPD" molar_mass_da=105.14 s_squared=0.76 charge=+1 e_above_lowest_ev=2.243 multiplicity=2 e_homo_ev="-15.505 / -15.362"
C 0.72175 1.04947 0.30052 3.314 0.520 1.784
O 2.13019 1.32426 -0.10664 -1.810 0.694 -1.906
C 0.25130 -0.13077 -0.53068 1.433 -1.784 -1.696
C -1.16198 -0.57730 -0.19152 -1.227 2.254 0.684
C -2.14213 0.58943 -0.26630 1.911 0.922 2.013
O -1.23078 -1.19996 1.05173 -0.352 1.467 -0.281
N 1.28751 -1.22297 -0.21135 -0.657 4.101 -1.646
H 0.06423 1.87360 0.06403 -0.190 0.263 0.018
H 0.74316 0.81513 1.43807 -0.051 0.566 -2.007
H 2.18096 1.68821 -1.08718 -0.423 -0.817 2.989
H 0.32464 0.26842 -1.61847 -0.048 -1.457 1.549
H -1.38852 -1.26300 -0.95332 -0.469 -1.227 -1.317
H -3.10997 0.24963 -0.04211 -1.294 -0.539 0.356
H -2.16648 1.02051 -1.24531 0.166 0.523 -0.497
H -1.84716 1.34885 0.57175 -0.750 -1.128 -1.676
H -0.68162 -1.92001 0.84695 0.963 -2.462 0.794
H 2.14215 -0.88839 -0.70012 -0.322 -1.083 0.094
H 1.51703 -1.21150 0.77228 -0.194 -0.813 0.744



4.
21
Properties=species:S:1:pos:R:3:forces:R:3 method="wB97M-V/def2-TZVPD" molar_mass_da=191.25 s_squared=0.76 multiplicity=2 e_homo_ev="-10.280 / -9.813"
C -0.06060 1.24739 1.44629 -0.956 -0.236 0.134
C -1.16321 0.92016 0.35706 -0.465 -0.665 1.314
O -2.31879 0.68252 0.71527 1.000 0.853 -0.145
O -0.63740 0.70133 -0.77602 0.205 -0.361 0.876
C 0.34779 -0.17380 1.91041 -1.046 0.025 -1.102
S 2.09686 -0.54924 1.77404 -0.314 0.119 0.000
S 2.17726 -0.35010 -0.22545 0.519 0.203 -0.372
H 0.72472 1.85901 1.00564 0.093 -0.078 0.250
H -0.51865 1.73700 2.29792 -0.019 0.462 -0.088
H -0.13261 -0.42651 2.85596 0.756 0.064 0.295
H -0.13153 -0.83877 1.17785 0.355 -0.293 0.376
H 1.72999 0.91759 -0.43907 -0.060 -0.374 0.314
H -2.62749 -1.18916 -0.63886 -0.368 0.216 0.717
H -3.21681 -1.57218 0.77278 0.190 0.714 0.227
O -3.15426 -1.82685 -0.14079 0.023 -1.066 -0.990
H -0.76141 1.93241 -1.97454 0.371 0.274 -1.626
H -0.99818 0.83972 -2.89023 0.215 0.256 -0.810
O -0.64196 1.74235 -2.94394 -0.514 0.231 0.956
H -0.65492 -0.98389 -1.91522 -0.524 -0.625 -0.087
H 0.56836 -0.44040 -2.31671 0.246 -0.185 -0.905
O -0.00963 -1.16381 -2.61126 0.291 0.464 0.666